Below is a 3-piece molecular cluster, C3H10NO4 overall at a distorted geometry, with properties calculated with ωB97M-V with the def2-TZVPD basis set.

Geometry as ORCA input:
```
! wB97M-V def2-TZVPD RIJCOSX def2/J DEFGRID3
* xyz -1 1
O -2.982 0.980 1.653
C -2.164 1.020 0.770
C -1.753 -0.132 -0.097
N -1.058 0.352 -1.258
C 0.354 0.702 -0.986
O 0.991 -0.148 -0.122
H -1.628 1.974 0.548
H -2.700 -0.594 -0.381
H -1.254 -0.855 0.559
H -1.034 -0.358 -1.978
H 0.438 1.728 -0.601
H 0.812 0.704 -1.999
H 1.261 -1.757 0.172
H 2.429 -2.728 0.400
O 1.473 -2.729 0.277
H 2.537 0.448 0.106
H 3.753 -0.134 -0.573
O 3.540 0.565 0.056
*
```

Calculated values
Energy ... -476.04966 hartree
Frontier orbital gap ... 8.129 eV
LUMO energy ... 3.8288 eV